Record 1
DFT (ωB97M-V/def2-TZVPD) results for a structure of composition C4H6ClKO7 at a distorted geometry.

Results
ΔE to the lowest compared entry with this formula, charge and spin, kJ/mol: 0.00

ORCA input file:
```
! RIJCOSX wB97M-V def2-TZVPD def2/J DEFGRID3
* xyz 0 1
C -21.4436 6.6763 0.3793
O -19.3994 6.6717 -10.9878
H -21.1950 6.1378 1.2938
O -18.7126 6.9024 -1.8702
H -19.8539 8.2154 0.4059
H -22.1656 7.4516 0.6357
O -20.5503 8.0936 -1.4802
C -19.0886 6.5610 -0.6753
K -19.3689 7.3031 -6.0962
C -19.6030 7.8016 -2.3393
O -18.7383 7.4399 -8.9120
O -19.4697 8.4053 -3.3921
H -19.2452 5.4952 -0.5091
H -18.3064 6.7670 0.0554
Cl -19.4106 6.3039 -9.6052
O -18.7899 5.0642 -9.3929
O -20.7537 6.1784 -9.1756
H -21.9551 6.0272 -0.3313
C -20.2566 7.4349 -0.2398
*
```

How is the electron density shared among the atoms? According to Löwdin, the charges in e are: -0.0043, -0.3435, 0.0927, 0.1262, 0.1567, 0.0842, 0.1307, -0.2107, 0.9270, -0.5343, -0.4773, 0.0652, 0.1437, 0.1419, 0.5913, -0.3383, -0.3742, 0.0924, -0.2694


Record 2
DFT (ωB97M-V/def2-TZVPD) results for a structure of composition C4H6ClN at a distorted geometry.

Results
ΔE to the lowest compared entry with this formula, charge and spin, kJ/mol: 367.78

ORCA input file:
```
! RIJCOSX wB97M-V def2-TZVPD def2/J DEFGRID3
* xyz 0 1
H -2.9165 0.5260 0.5457
H -1.6877 -0.8899 0.2714
N 0.9588 -0.2679 -0.1117
H -1.0431 2.2544 0.0757
C 0.9036 -1.5513 -0.0565
C -0.9527 1.1634 -0.0347
H 1.1823 1.6196 -0.5008
H 1.3369 -1.9908 0.8434
Cl 3.1885 0.2545 0.0755
C 0.3869 0.8225 -0.4078
C -1.8731 0.2566 0.2996
H 0.5161 -2.1971 -0.9998
*
```

How is the electron density shared among the atoms? According to Löwdin, the charges in e are: 0.0705, 0.0915, -0.2214, 0.1148, -0.0313, -0.1435, 0.1022, 0.0828, -0.1022, -0.1639, 0.0454, 0.1551


Record 3
DFT (ωB97M-V/def2-TZVPD) results for a structure of composition C4H6ClNS at a distorted geometry.

Results
ΔE to the lowest compared entry with this formula, charge and spin, kJ/mol: 35.57

ORCA input file:
```
! RIJCOSX wB97M-V def2-TZVPD def2/J DEFGRID3
* xyz 0 1
H 0.5528 2.8356 -1.3638
C 1.1462 0.1194 0.4074
H -0.2632 -1.4209 0.8146
Cl -3.6939 1.5762 0.3144
S 2.2573 2.2823 0.2193
H 1.4610 -1.8490 0.2065
H 1.3359 -1.1685 1.8675
C 0.3238 0.8625 -0.5462
N 2.1362 0.8060 0.8999
H -0.5402 0.5905 -1.0783
H -2.4358 1.8830 0.4505
C 0.8244 2.0709 -0.7790
C 0.8876 -1.2644 0.9148
*
```

How is the electron density shared among the atoms? According to Löwdin, the charges in e are: 0.0204, -0.4796, 0.1209, 0.2573, 0.9512, 0.0791, 0.0603, -0.1496, -0.3019, 0.0875, -0.2572, -0.3584, -0.0301


Record 4
DFT (ωB97M-V/def2-TZVPD) results for a cluster of 2 separate species, C4H6ClP in total at a distorted geometry.

Results
ΔE to the lowest compared entry with this formula, charge and spin, kJ/mol: 192.20
SMILES: C/C=P\Cl.C#C

ORCA input file:
```
! RIJCOSX wB97M-V def2-TZVPD def2/J DEFGRID3
* xyz 0 1
P 2.2273 0.1915 0.6934
C -1.7954 2.0245 -0.0492
H 0.7670 -1.6079 -1.6015
C 0.7497 -0.5457 0.3812
C -1.6790 2.0879 1.1490
H 0.1804 -0.5820 1.3775
H 0.2768 -2.4863 -0.3800
H -0.8479 -1.2274 -1.0089
C 0.1874 -1.5011 -0.7340
H -1.6301 1.7446 -1.0472
H -1.7770 2.1834 2.1393
Cl 3.3408 -0.2815 -0.9196
*
```

How is the electron density shared among the atoms? According to Löwdin, the charges in e are: 0.4586, 0.0057, 0.0178, -0.5770, 0.0125, 0.0424, 0.0458, 0.0713, -0.1571, 0.0096, -0.0233, 0.0936


Record 5
DFT (ωB97M-V/def2-TZVPD) results for a structure of composition C4H6CrO3 at a distorted geometry.

Results
ΔE to the lowest compared entry with this formula, charge and spin, kJ/mol: 68.81
<S²>: 8.77

ORCA input file:
```
! RIJCOSX wB97M-V def2-TZVPD def2/J DEFGRID3
* xyz 1 6
O -0.9858 -1.2394 -0.8129
H 4.6931 -0.7812 -0.4723
C -1.4998 -0.1563 -0.4028
H -3.3037 1.3636 0.8589
H 4.2529 -2.0118 0.8158
Cr 0.6803 -0.5947 0.0016
O -2.7616 0.0702 -0.6791
C 2.7235 -0.5704 0.2704
C 3.9798 -1.0685 0.3166
H -2.8094 2.1508 -0.6777
C -3.3399 1.3006 -0.2344
H 3.5444 -0.4139 1.3432
H -4.3772 1.2823 -0.5775
O -0.7966 0.6688 0.2500
*
```

How is the electron density shared among the atoms? According to Löwdin, the charges in e are: -0.0281, 0.1269, -0.7277, 0.1085, 0.1228, 1.0689, 0.0477, -0.0244, -0.0470, 0.1085, -0.0046, 0.1834, 0.1094, -0.0444


Record 6
DFT (ωB97M-V/def2-TZVPD) results for a structure of composition C4H6CsO2 at a distorted geometry.

Results
ΔE to the lowest compared entry with this formula, charge and spin, kJ/mol: 58.98
<S²>: 0.75

ORCA input file:
```
! RIJCOSX wB97M-V def2-TZVPD def2/J DEFGRID3
* xyz 0 2
H -0.2697 -2.2843 1.3752
H 1.7248 1.5821 -2.1376
C 1.7943 0.8925 -1.2705
H 0.4802 2.1351 -0.1725
H -0.6908 -1.1735 -1.1843
H 2.1635 -0.1175 -1.4666
C 0.1914 0.0538 0.4457
Cs -4.3170 1.2061 2.4875
O -0.6810 -2.2864 0.5036
C 0.8168 1.1155 -0.3854
H 0.6107 -0.0720 1.4508
C -0.5592 -1.0755 -0.1054
O -1.2639 0.0242 0.4594
*
```

How is the electron density shared among the atoms? According to Löwdin, the charges in e are: 0.1079, 0.0743, 0.0147, 0.1128, 0.1668, 0.0667, -0.2389, 0.0444, 0.0540, -0.1235, 0.1502, -0.3668, -0.0627


Record 7
DFT (ωB97M-V/def2-TZVPD) results for a structure of composition C4H6DyLiO2 at a distorted geometry.

Results
<S²>: 12.64
Total energy, eV: -32619.024

ORCA input file:
```
! RIJCOSX wB97M-V def2-TZVPD def2/J DEFGRID3
* xyz 1 7
C -1.4418 -1.3305 0.3837
C -0.1727 0.6198 -2.2678
C -1.4055 0.2021 -1.4559
H -0.5350 -1.8483 -1.5855
Li 0.0795 0.1249 3.3253
H -0.3223 1.6811 -2.5583
H -1.4841 0.8992 -0.6034
H -0.1787 0.0280 -3.2103
H -2.3044 0.3960 -2.0622
O 1.0409 0.4729 -1.6146
O -2.2832 -0.8420 1.1633
H -2.2407 -1.9648 -1.4620
C -1.3952 -1.3623 -1.0958
Dy 1.6700 -0.1957 0.3413
*
```

How is the electron density shared among the atoms? According to Löwdin, the charges in e are: -0.2202, -0.3880, -0.1717, 0.1094, 0.5374, 0.1236, 0.1077, 0.1238, 0.1264, -0.5893, -0.0053, 0.1334, -0.1660, 1.2789


Record 8
DFT (ωB97M-V/def2-TZVPD) results for a structure of composition C4H6EuO at a distorted geometry.

Results
ΔE to the lowest compared entry with this formula, charge and spin, kJ/mol: 0.00
<S²>: 20.01

ORCA input file:
```
! RIJCOSX wB97M-V def2-TZVPD def2/J DEFGRID3
* xyz 1 9
Eu 3.5965 0.3846 -0.6671
H 0.5395 -0.3707 1.6889
C 0.0781 -0.3267 0.6985
O 1.1707 -0.2473 -0.3810
H -0.2259 -1.6807 -1.0869
C 0.4795 -1.4774 -0.2782
H -0.4258 1.8735 -0.9829
H -1.8303 -0.1108 1.0419
H 1.0790 -2.3073 0.1030
H -2.1511 2.1499 -0.3314
C -1.2509 1.5350 -0.3525
C -1.0592 0.5781 0.5477
*
```

How is the electron density shared among the atoms? According to Löwdin, the charges in e are: 1.0134, 0.1389, -0.1860, -0.3172, 0.1278, -0.0853, 0.0687, 0.1509, 0.1144, 0.0761, 0.0528, -0.1545


Record 9
DFT (ωB97M-V/def2-TZVPD) results for a structure of composition C4H6F18NaO3P3 at a distorted geometry.

Results
ΔE to the lowest compared entry with this formula, charge and spin, kJ/mol: 0.00

ORCA input file:
```
! RIJCOSX wB97M-V def2-TZVPD def2/J DEFGRID3
* xyz -2 1
Na 7.4040 3.0989 -20.2801
C 6.2978 -0.6538 -17.2603
H 8.1148 -0.5170 -18.3701
C 7.1263 -0.9538 -18.5359
H 7.0315 -0.7874 -20.6958
F 6.9994 4.3285 -15.9999
F 6.3392 5.3502 -17.9153
C 6.5198 -0.4310 -19.8084
F 5.8188 3.3895 -18.8979
F 6.6592 6.6070 -20.1754
F 10.0057 -0.0636 -22.5377
H 5.4504 -0.6562 -19.7587
H 6.5745 0.6607 -19.8422
F 7.8930 0.5788 -23.0967
F 8.2566 7.3342 -21.5872
F 6.0444 7.0844 -22.2970
F 6.1521 4.8585 -21.6012
F 8.4230 2.7481 -22.6870
C 6.7172 -2.8841 -17.3794
F 9.7063 1.5383 -24.1505
F 8.7396 1.1623 -21.0698
O 6.7996 -4.0327 -17.0698
P 6.3898 3.8387 -17.3873
F 7.6707 5.7233 -23.0770
F 8.2594 5.1069 -20.9418
F 7.9044 3.6722 -17.9773
O 7.1483 -2.3877 -18.5570
F 6.3525 2.3026 -16.9594
F 4.8799 4.0095 -16.8340
H 5.3315 -0.2109 -17.5106
P 7.1586 6.1386 -21.6162
O 6.1491 -1.9265 -16.6301
F 10.5501 2.1056 -22.0895
H 6.7900 0.0523 -16.6013
P 9.2532 1.3530 -22.6220
*
```

How is the electron density shared among the atoms? According to Löwdin, the charges in e are: 0.4696, -0.0865, 0.1578, -0.2938, 0.0876, -0.1375, -0.1413, -0.0099, -0.2105, -0.1445, -0.1602, 0.0960, 0.0738, -0.1823, -0.1721, -0.1646, -0.1627, -0.1524, -0.5802, -0.1518, -0.1890, 0.1327, 0.1599, -0.1522, -0.1871, -0.1561, 0.0892, -0.1417, -0.1581, 0.1304, 0.1482, 0.0678, -0.1348, 0.1151, 0.1410


Record 10
DFT (ωB97M-V/def2-TZVPD) results for the ion C4H6F2NO with charge +1 at a distorted geometry.

Results
<S²>: 2.01
Total energy, eV: -13204.254

ORCA input file:
```
! RIJCOSX wB97M-V def2-TZVPD def2/J DEFGRID3
* xyz 1 3
H 1.3542 -0.0212 0.5012
C -2.4349 0.3277 0.3438
H 1.3634 0.8600 -1.0134
H 1.1963 -0.9678 -1.0419
N -0.4262 -0.0017 -0.2886
F -3.4888 -0.3027 -0.0658
H -1.0264 -1.6342 1.0378
F -2.7317 1.3688 1.1434
C -1.4669 0.5740 -0.8301
C -1.0094 -0.5796 0.9924
C 0.9731 -0.0146 -0.5217
H -1.7203 1.2865 -1.6801
O -0.6211 -0.1796 2.1940
H -0.7750 0.7472 2.2567
*
```

How is the electron density shared among the atoms? According to Löwdin, the charges in e are: 0.1036, -0.3045, 0.1095, 0.1215, -0.1364, 0.2534, 0.1737, 0.1924, 0.0237, -0.0673, 0.0065, 0.1776, 0.2119, 0.1344


Record 11
DFT (ωB97M-V/def2-TZVPD) results for the molecule C4H6F2O at a distorted geometry.

Results
ΔE to the lowest compared entry with this formula, charge and spin, kJ/mol: 113.02
SMILES: O=CC(CF)CF

ORCA input file:
```
! RIJCOSX wB97M-V def2-TZVPD def2/J DEFGRID3
* xyz 0 1
C 0.0302 0.2367 -0.2260
C -1.2138 0.0257 0.6777
H 1.8798 -0.8253 -0.6756
H -1.5201 -0.9755 0.4306
C 1.0414 -0.8359 -0.0302
H -2.0283 0.7433 0.4326
H 0.6079 -1.8649 -0.1042
F -0.9639 0.2043 2.0114
H 0.3688 1.1735 -0.0160
O -0.2417 1.1114 -2.4823
H -0.9168 -0.7020 -1.9938
F 1.7120 -0.6915 1.2410
C -0.3894 0.2308 -1.6692
*
```

How is the electron density shared among the atoms? According to Löwdin, the charges in e are: -0.2538, -0.1705, 0.1148, 0.1142, -0.1279, 0.1417, 0.1437, -0.0108, 0.1219, 0.0861, 0.1423, -0.0711, -0.2307


Record 12
DFT (ωB97M-V/def2-TZVPD) results for the molecule C4H6F2S at a distorted geometry.

Results
ΔE to the lowest compared entry with this formula, charge and spin, kJ/mol: 127.95
SMILES: FC[C@@H](F)[C@@H]1CS1

ORCA input file:
```
! RIJCOSX wB97M-V def2-TZVPD def2/J DEFGRID3
* xyz 0 1
H 2.4593 -0.4276 -0.4365
H -1.2555 1.7358 0.4572
H -0.8087 -1.4019 0.5974
H 1.1686 -1.3881 0.7124
C 1.3381 -0.5985 -0.1636
H 1.0045 1.3632 0.7578
C 0.6562 0.7382 -0.0452
F 0.8079 -1.3399 -1.1637
F 1.0381 1.4111 -1.1644
C -0.8096 0.7999 0.1905
H -2.2582 -0.4379 1.0439
C -1.4432 -0.5024 0.4099
S -1.8973 0.0481 -1.1959
*
```

How is the electron density shared among the atoms? According to Löwdin, the charges in e are: 0.1570, 0.1037, 0.0889, 0.1592, -0.1864, 0.1464, -0.3884, -0.0576, 0.0050, -0.4020, 0.0421, -0.5104, 0.8425


Record 13
DFT (ωB97M-V/def2-TZVPD) results for the molecule C4H6F2S2 at a distorted geometry.

Results
ΔE to the lowest compared entry with this formula, charge and spin, kJ/mol: 44.83
SMILES: FCC(CF)SC=S

ORCA input file:
```
! RIJCOSX wB97M-V def2-TZVPD def2/J DEFGRID3
* xyz 0 1
H -0.5064 0.9160 -1.6929
H -2.3050 -0.3414 0.8992
C -0.2952 -0.1562 0.2336
S 4.0201 -0.5159 -0.2656
S 1.1088 -1.1846 -0.4602
F 0.3312 2.1375 -0.2983
C -1.5558 -0.9455 0.4476
H 0.0561 0.2533 1.1534
C 2.4843 -0.1968 0.0686
C -0.5576 1.1132 -0.5997
H -1.4376 -1.8240 1.0750
F -1.9783 -1.4679 -0.7716
H 2.1731 0.7520 0.5381
H -1.5376 1.4603 -0.3273
*
```

How is the electron density shared among the atoms? According to Löwdin, the charges in e are: 0.1361, 0.1137, -0.5123, 0.6155, 0.8989, -0.0514, -0.2245, 0.1031, -1.0679, -0.2116, 0.1231, -0.0510, 0.0141, 0.1141


Record 14
DFT (ωB97M-V/def2-TZVPD) results for a cluster of 2 separate species, C4H6F4NP in total at a distorted geometry.

Results
ΔE to the lowest compared entry with this formula, charge and spin, kJ/mol: 0.00
SMILES: F/P=C(\F)C(F)F.C=NC

ORCA input file:
```
! RIJCOSX wB97M-V def2-TZVPD def2/J DEFGRID3
* xyz 0 1
F -4.3848 -2.0097 -0.7242
F -2.3607 0.3945 -1.3619
C 0.6201 2.0957 -1.0823
F -3.0553 -2.2430 0.9877
H 2.4506 0.7109 1.0279
P -3.6835 0.5818 1.1085
C 2.0801 0.5720 -0.0543
H 2.8574 1.0397 -0.7604
C -3.1176 -1.6896 -0.2496
H 2.0625 -0.4589 -0.2953
F -3.3898 2.1570 0.7104
H -2.5212 -2.2054 -0.9710
C -2.9655 -0.1589 -0.2606
H 1.3754 2.5936 -1.8262
N 0.7777 1.1193 -0.3066
H -0.3856 2.6186 -1.2353
*
```

How is the electron density shared among the atoms? According to Löwdin, the charges in e are: 0.0050, 0.0024, -0.1065, 0.0318, 0.1032, 1.0473, -0.1703, 0.0850, -0.4060, 0.0458, -0.3991, 0.1439, -0.4409, 0.0938, -0.1110, 0.0758


Record 15
DFT (ωB97M-V/def2-TZVPD) results for a cluster of 2 separate species, C4H6FN in total at a distorted geometry.

Results
ΔE to the lowest compared entry with this formula, charge and spin, kJ/mol: 475.62

ORCA input file:
```
! RIJCOSX wB97M-V def2-TZVPD def2/J DEFGRID3
* xyz 0 1
C -0.1556 0.0234 -0.1901
C 0.8051 2.8280 -1.0346
H 0.0521 2.7694 -1.7457
H -1.3071 -1.9163 1.7091
F -1.1355 0.2373 -1.0400
H 1.0895 -1.1316 1.1402
N 1.1565 1.8800 -0.2969
H -1.4805 -2.2452 0.1810
H 1.4793 3.7475 -1.0890
H 0.0183 -3.0031 0.9506
C -0.6893 -2.2077 0.8611
C 0.1671 -0.9818 0.5543
*
```

How is the electron density shared among the atoms? According to Löwdin, the charges in e are: -0.1320, -0.1829, 0.0264, 0.0831, 0.0626, 0.1137, 0.0579, 0.0464, 0.0873, 0.0697, -0.0772, -0.1550


Record 16
DFT (ωB97M-V/def2-TZVPD) results for the molecule C4H6FN at a distorted geometry.

Results
ΔE to the lowest compared entry with this formula, charge and spin, kJ/mol: 176.79
SMILES: C#C[C@@](C)(N)F

ORCA input file:
```
! RIJCOSX wB97M-V def2-TZVPD def2/J DEFGRID3
* xyz 0 1
C -0.4305 0.0731 0.0208
H -1.2711 0.8929 -1.5611
H 1.8001 -2.7440 0.9199
N -0.9818 -0.0536 -1.3248
C 1.1615 -1.9740 0.6685
F -1.5156 0.0834 0.9670
C 0.3120 -1.2061 0.3254
H 1.5585 0.9850 -0.0203
C 0.5033 1.2541 0.2734
H -1.6476 -0.8235 -1.2202
H 0.2939 1.3962 1.3775
H 0.2173 2.1165 -0.4261
*
```

How is the electron density shared among the atoms? According to Löwdin, the charges in e are: -0.6057, 0.0793, 0.0106, 0.0979, 0.1344, -0.0472, -0.0586, 0.1015, -0.0170, 0.0953, 0.1106, 0.0989


Record 17
DFT (ωB97M-V/def2-TZVPD) results for a cluster of 2 separate species, C4H6FN in total at a distorted geometry.

Results
ΔE to the lowest compared entry with this formula, charge and spin, kJ/mol: 395.13

ORCA input file:
```
! RIJCOSX wB97M-V def2-TZVPD def2/J DEFGRID3
* xyz 0 1
F -0.7154 -0.3300 -1.7908
H 1.9316 -0.5933 0.2827
N -0.6473 2.9628 1.3657
H -1.0289 -0.2219 1.2513
H 1.6524 0.9083 -0.4055
C -0.5165 2.2555 0.4515
H -0.8035 -2.0265 0.8457
H 1.7662 -0.4020 -1.4512
C -0.1691 -0.3333 -0.5560
H -1.8757 -1.1082 0.0403
C -0.9476 -0.9732 0.4867
C 1.3538 -0.1382 -0.5205
*
```

How is the electron density shared among the atoms? According to Löwdin, the charges in e are: 0.1247, 0.1004, -0.1381, 0.0862, 0.0813, -0.3103, 0.1393, 0.0703, -0.2019, 0.0712, -0.0158, -0.0071